31
Properties=species:S:1:pos:R:3:forces:R:3 method="wB97M-V/def2-TZVPD" homo_ev=-8.06 e_lumo_ev=0.14 charge=0 homo_lumo_gap_ha=0.3011
C -2.505339 0.684378 -0.537702 1.3388 -1.0374 1.6937
C -1.214707 0.753235 -1.040065 -0.2677 -0.1352 -1.2775
C -1.602428 -0.838032 1.060901 0.6043 -0.6172 0.1430
C -0.389733 -0.991391 0.383211 -0.2271 2.4238 -0.6867
C -2.700281 -0.153977 0.580424 -1.2607 -0.2537 -0.1405
C -0.147591 -0.108717 -0.742430 -0.4569 -0.3918 0.3262
C 0.249078 -2.805956 1.892014 1.2983 0.2632 -0.6712
C 0.580928 -1.847950 1.048488 1.9160 0.6172 -1.2046
C -4.069654 -0.494421 1.217246 1.6310 1.0205 -0.8122
C 2.020178 -1.626494 0.542513 -0.8444 -1.8916 0.3108
C 1.654880 1.996857 0.032642 -2.6075 -1.7180 0.1780
C 3.085249 2.470192 -1.776789 1.9443 1.6607 0.9923
N 2.065812 1.756873 -1.133019 -1.8625 -0.5948 0.6096
O 0.433300 0.655227 -3.303677 1.5089 -0.2790 1.4564
P 1.266377 0.106206 -2.145611 -1.8698 -0.2937 -0.7841
H -3.222326 1.327302 -0.976429 -0.9438 0.3072 -0.1313
H -1.115793 1.431237 -1.886529 0.3541 -0.1413 0.0814
H -1.576645 -1.348851 2.029005 -0.9094 0.2277 -0.3993
H 1.041956 -3.433972 2.191714 0.5358 -0.7219 0.8281
H -4.455253 0.322216 1.790677 -0.2501 0.3314 0.6583
H -4.775139 -0.713200 0.468413 -0.9304 0.0726 -1.3201
H -4.017992 -1.416970 1.735511 0.3026 -0.5903 1.0866
H 2.330000 -0.627183 0.483456 0.1090 1.6741 0.2437
H 1.997815 -1.943219 -0.495286 0.3239 -0.3278 -0.1937
H 2.810127 -2.163872 1.081931 -0.4442 -0.1561 -0.0520
H 0.738797 1.370395 0.378857 1.8992 1.1270 -0.3582
H -0.738764 -3.019570 2.137231 -1.3539 -0.5532 0.4412
H 1.981532 2.758750 0.686318 0.8726 1.0288 0.4222
H 2.887928 2.674389 -2.820394 -0.3500 0.2466 -0.0314
H 3.421753 3.357026 -1.151258 -0.7981 -0.5108 -1.0467
H 3.965937 1.869491 -1.731363 0.7373 -0.7868 -0.3618